{
  "formula": "C39H37N7O13",
  "method": "ωB97M-V/def2-TZVPD",
  "molar_mass_g_mol": 811.761,
  "charge": 0,
  "multiplicity": 1,
  "e_above_lowest_kj_mol": 1979.3,
  "fmax_ev_per_a": 14.00,
  "orbital_gap_ev": 7.313,
  "smiles": "O=[N+]([O-])c1ccccc1.O=[N+]([O-])c1ccccc1.O=[N+]([O-])c1ccccc1.O=[N+]([O-])c1ccccc1.O=[N+]([O-])c1ccccc1.O=[N+]([O-])c1ccccc1.CN(C)C=O",
  "symbols": ["C", "C", "C", "C", "C", "C", "N", "O", "O", "H", "H", "H", "H", "H", "C", "C", "C", "C", "C", "C", "N", "O", "O", "H", "H", "H", "H", "H", "C", "C", "C", "C", "C", "C", "N", "O", "O", "H", "H", "H", "H", "H", "C", "C", "C", "C", "C", "C", "N", "O", "O", "H", "H", "H", "H", "H", "C", "C", "C", "C", "C", "C", "N", "O", "O", "H", "H", "H", "H", "H", "C", "C", "C", "C", "C", "C", "N", "O", "O", "H", "H", "H", "H", "H", "C", "O", "N", "C", "C", "H", "H", "H", "H", "H", "H", "H"],
  "xyz": [[-2.214, -2.458, -2.847], [-2.182, -2.441, -4.386], [-2.776, -3.620, -5.150], [-3.577, -4.630, -4.466], [-3.516, -4.721, -2.890], [-2.871, -3.555, -2.112], [-4.227, -5.795, -5.172], [-5.005, -6.565, -4.481], [-4.015, -5.878, -6.366], [-1.635, -1.602, -2.216], [-1.704, -1.592, -4.909], [-2.733, -3.688, -6.235], [-3.902, -5.503, -2.351], [-2.784, -3.370, -1.148], [-0.732, 5.089, -2.579], [-1.212, 3.635, -2.555], [-0.654, 2.624, -3.501], [0.484, 3.068, -4.467], [1.080, 4.441, -4.278], [0.392, 5.420, -3.285], [1.077, 2.054, -5.353], [0.409, 0.908, -5.611], [2.082, 2.301, -5.933], [-1.197, 5.879, -1.995], [-2.060, 3.180, -1.779], [-1.163, 1.588, -3.470], [1.767, 4.805, -4.940], [0.822, 6.516, -3.359], [0.787, 0.273, 2.987], [0.912, 1.230, 1.783], [-0.284, 1.288, 0.821], [-1.342, 0.127, 0.949], [-1.550, -0.502, 2.324], [-0.368, -0.452, 3.271], [-2.407, 0.137, -0.021], [-2.185, 0.602, -1.178], [-3.587, -0.257, 0.280], [1.574, 0.339, 3.686], [1.591, 1.858, 1.728], [-0.509, 1.928, -0.021], [-2.529, -0.971, 2.542], [-0.080, -1.050, 4.069], [-9.024, -1.971, 0.633], [-7.888, -1.280, 1.297], [-6.554, -1.913, 1.274], [-6.414, -3.277, 0.656], [-7.587, -4.004, -0.045], [-8.789, -3.216, 0.007], [-5.056, -4.025, 0.782], [-4.929, -5.203, 0.368], [-4.071, -3.386, 1.249], [-10.094, -1.510, 0.653], [-8.141, -0.270, 1.661], [-5.650, -1.222, 1.684], [-7.510, -4.996, -0.297], [-9.761, -3.594, -0.478], [4.864, 6.007, -3.598], [4.033, 6.113, -2.325], [3.277, 4.855, -1.883], [3.601, 3.504, -2.528], [4.425, 3.512, -3.765], [5.060, 4.812, -4.338], [3.114, 2.215, -1.980], [2.977, 1.258, -2.848], [2.631, 2.089, -0.890], [5.258, 6.868, -3.893], [3.988, 7.112, -1.629], [2.384, 5.085, -1.095], [4.548, 2.741, -4.263], [5.655, 4.913, -5.305], [3.227, -2.998, 5.542], [3.328, -1.450, 5.526], [2.435, -0.563, 6.393], [1.320, -1.198, 7.148], [1.076, -2.738, 7.064], [2.226, -3.670, 6.304], [0.279, -0.353, 7.694], [0.085, 0.704, 7.133], [-0.226, -0.696, 8.766], [3.993, -3.434, 4.823], [4.265, -1.057, 5.090], [2.570, 0.531, 6.796], [0.176, -3.197, 7.595], [2.286, -4.863, 6.300], [6.727, 0.071, 0.655], [7.912, 0.479, 0.662], [5.950, 0.288, 1.767], [4.551, -0.137, 1.771], [6.514, 0.768, 3.021], [6.313, -0.124, -0.187], [4.497, -1.243, 1.632], [4.083, 0.095, 0.958], [4.033, 0.267, 2.626], [6.584, 1.916, 3.138], [7.459, 0.395, 3.296], [5.995, 0.378, 3.964]],
  "forces_ev_per_angstrom": [[-0.1, -0.6, -2.3], [-1.4, -3.1, 2.5], [-0.8, 1.3, 2.9], [2.3, 0.7, 4.7], [2.4, 6.1, -3.2], [-0.2, -0.9, -9.2], [-1.5, -0.5, 1.7], [2.7, 2.5, -2.3], [-0.3, -0.3, 0.9], [-1.7, -2.1, -1.8], [-0.3, -0.8, 0.3], [0.1, 0.3, 0.2], [-1.1, -1.8, 0.9], [-0.2, -0.5, 4.7], [-0.2, -3.3, 0.2], [0.5, -1.1, -1.1], [0.2, 2.8, 0.6], [-1.4, 2.2, 4.1], [-5.8, -2.8, 3.0], [2.2, -0.5, -3.6], [-3.4, -4.0, -1.4], [2.1, 4.7, 1.8], [1.1, 0.7, -0.1], [-0.2, -0.5, 0.1], [2.3, 1.7, -2.3], [1.4, 1.8, -0.3], [2.0, 0.7, -1.4], [-1.1, -2.4, 0.4], [-1.5, 3.2, -4.7], [-11.6, -7.8, 0.5], [1.1, -4.8, 3.1], [2.0, 2.5, 5.0], [2.9, 1.2, -2.0], [-0.8, 1.3, -4.1], [-3.6, 0.4, -1.9], [0.2, -1.0, 2.7], [3.6, 0.7, -0.2], [0.8, -0.3, 0.7], [6.4, 5.8, -0.6], [0.8, 0.2, 0.0], [1.0, 0.0, -0.2], [-1.3, -1.4, 1.9], [2.1, 0.9, 1.2], [-0.5, -2.6, -2.1], [-0.6, 0.2, -0.6], [-2.1, 0.3, -0.1], [1.7, 6.6, 4.1], [-1.5, -1.1, -0.8], [1.8, 0.0, -0.3], [-1.1, 2.8, 0.9], [-2.8, -1.2, -0.9], [2.3, -0.9, -0.1], [0.9, -0.7, 0.1], [-2.1, -2.4, -1.1], [0.2, -2.0, -1.0], [1.8, 0.0, 0.6], [-3.2, -4.3, 3.7], [-0.5, -3.0, -0.5], [1.1, 1.5, -0.4], [1.8, 4.0, -1.5], [-1.3, 10.3, 5.6], [-2.1, -1.0, 2.4], [-2.2, -2.6, -4.1], [1.3, 2.9, 2.1], [0.7, 1.0, 1.0], [1.9, 3.5, -1.4], [-0.1, -2.7, -2.2], [2.6, -1.3, -1.8], [1.2, -7.5, -4.4], [-1.0, -0.8, 1.5], [-1.1, 3.5, 0.2], [-2.1, -0.7, 3.5], [0.4, -2.5, 0.5], [1.5, -5.4, -3.5], [3.5, 1.5, -0.9], [-1.3, 1.9, 0.5], [0.4, 0.1, 1.9], [-0.3, 0.0, -0.2], [0.1, 0.1, -1.2], [-1.2, 0.0, 1.4], [-0.9, 0.0, 0.1], [0.2, -2.1, -1.8], [1.5, 0.7, -0.9], [-0.8, 3.0, 0.3], [5.3, 4.8, 6.9], [-1.7, -1.4, -0.2], [-0.3, -0.6, 0.1], [3.0, -2.7, 3.3], [-1.1, 1.3, 1.8], [-3.4, -2.2, -5.5], [-0.1, 0.3, 1.2], [-2.8, 2.5, -5.0], [-0.1, -0.3, 0.3], [-0.3, -1.7, -0.5], [1.7, -0.4, -0.8], [-0.3, 0.6, -1.6]]
}